Formula: C52H50BN2O17PS
Source: the OMol25 dataset
Level of theory: ωB97M-V/def2-TZVPD

Last column: Löwdin charge in e.
Cartesian coordinates (Å):
1 C -5.06819 -3.40533 2.12691  -0.09
2 O -5.18827 -3.75261 0.73528  -0.08
3 B -4.35819 -2.93544 -0.08067  -0.68
4 O -4.84932 -1.66180 -0.49730  0.05
5 P -2.62022 -3.64115 -0.61463  0.80
6 C -1.01334 -4.48183 -1.18348  -0.42
7 C 0.13131 -3.49427 -1.61040  -0.27
8 C 0.93738 -2.90462 -0.37241  -0.22
9 C 1.87620 -1.77459 -0.96262  -0.22
10 C 2.72206 -1.03542 0.15108  -0.18
11 C 1.80646 0.15350 0.67799  -0.26
12 C 2.60647 1.16949 1.56960  -0.44
13 S 1.89371 2.88748 1.41934  0.92
14 C 2.15731 3.23365 -0.34245  -0.64
15 N 1.28326 3.35951 -1.33297  0.06
16 N 2.07925 3.57421 -2.42948  0.02
17 C 3.34758 3.56459 -2.07752  -0.14
18 O 3.46435 3.35052 -0.71563  0.00
19 H -4.21097 -3.92527 2.62104  0.09
20 H -4.99148 -2.29048 2.19317  0.07
21 H -5.98209 -3.69829 2.70644  0.10
22 H -4.88862 -1.10804 0.30650  0.10
23 H -3.09585 -4.96015 -0.20561  0.01
24 H -1.92177 -2.75590 0.28330  0.02
25 H -2.92106 -3.21517 -1.96449  0.01
26 H -0.65183 -5.20298 -0.40408  0.08
27 H -1.26901 -5.08771 -2.10096  0.08
28 H -0.19912 -2.65816 -2.27129  0.08
29 H 0.88982 -4.08365 -2.18935  0.11
30 H 0.25989 -2.53563 0.43333  0.08
31 H 1.57984 -3.70060 0.08859  0.11
32 H 2.52374 -2.25953 -1.73101  0.11
33 H 1.19883 -1.06946 -1.51245  0.10
34 H 3.62595 -0.63423 -0.37631  0.11
35 H 2.98378 -1.69430 1.01048  0.11
36 H 1.39250 0.62992 -0.25054  0.09
37 H 0.93270 -0.20842 1.27028  0.11
38 H 3.62897 1.24818 1.10922  0.07
39 H 2.72950 0.85963 2.62972  0.09
40 H 4.26176 3.67499 -2.68122  0.13
41 O -9.46774 -1.12022 -4.67526  0.10
42 C -9.35299 -0.87150 -3.49210  -0.38
43 C -8.03393 -0.91271 -2.81971  0.03
44 C -7.91421 -0.64111 -1.52116  0.03
45 C -9.08914 -0.28580 -0.69596  -0.39
46 O -8.97752 -0.03643 0.48953  0.09
47 C -10.40920 -0.24421 -1.36793  0.02
48 C -10.53162 -0.51523 -2.66560  0.02
49 H -7.17831 -1.17379 -3.43523  0.08
50 H -6.95891 -0.66792 -1.01421  0.10
51 H -11.25859 0.01689 -0.74888  0.12
52 H -11.48749 -0.48923 -3.17395  0.12
53 O 8.60175 3.50161 -6.54593  0.11
54 C 8.10795 2.82575 -5.66688  -0.39
55 C 6.74180 2.26838 -5.80019  0.02
56 C 6.20110 1.52910 -4.83366  0.02
57 C 6.94205 1.23142 -3.58571  -0.39
58 O 6.44810 0.55583 -2.70583  0.10
59 C 8.30765 1.78910 -3.45302  0.03
60 C 8.84814 2.52795 -4.41952  0.02
61 H 6.21490 2.49515 -6.71853  0.12
62 H 5.20383 1.11403 -4.91316  0.12
63 H 8.83475 1.56318 -2.53467  0.12
64 H 9.84465 2.94299 -4.33982  0.11
65 O -0.39822 0.03754 -5.51013  0.11
66 C -1.54997 -0.16546 -5.18646  -0.38
67 C -1.89441 -0.64883 -3.82983  0.03
68 C -3.15829 -0.87395 -3.47615  0.02
69 C -4.27313 -0.64825 -4.42454  -0.35
70 O -5.42719 -0.85184 -4.10155  0.09
71 C -3.93010 -0.16458 -5.78123  0.03
72 C -2.66624 0.06008 -6.13459  0.02
73 H -1.06712 -0.80701 -3.14970  0.10
74 H -3.42902 -1.22668 -2.48976  0.08
75 H -4.75789 -0.00599 -6.46109  0.12
76 H -2.39621 0.41417 -7.12140  0.12
77 O 0.21965 6.49450 3.51882  0.11
78 C 1.27749 6.68093 4.08296  -0.38
79 C 1.53088 7.92180 4.85188  0.02
80 C 2.69279 8.12662 5.46900  0.02
81 C 3.78079 7.12256 5.41465  -0.39
82 O 4.83899 7.30951 5.97934  0.10
83 C 3.52742 5.88228 4.64604  0.02
84 C 2.36552 5.67696 4.02867  0.02
85 H 0.72493 8.64426 4.88174  0.12
86 H 2.89607 9.02715 6.03464  0.12
87 H 4.33349 5.15986 4.61615  0.12
88 H 2.16337 4.77614 3.46309  0.06
89 O -6.21685 -10.59910 3.79164  0.11
90 C -5.81693 -9.45754 3.88237  -0.39
91 C -4.47472 -9.15417 4.43132  0.02
92 C -4.03738 -7.90081 4.53255  0.02
93 C -4.87279 -6.75725 4.09963  -0.37
94 O -4.47196 -5.61390 4.19052  0.09
95 C -6.21439 -7.05995 3.55081  0.03
96 C -6.65214 -8.31319 3.44933  0.03
97 H -3.87742 -10.00201 4.74218  0.12
98 H -3.06016 -7.65997 4.93163  0.12
99 H -6.81162 -6.21206 3.23972  0.12
100 H -7.62928 -8.55360 3.05008  0.12
101 O -3.81196 -0.19395 3.52952  0.09
102 C -4.46347 -0.28304 4.55235  -0.39
103 C -3.80991 -0.49117 5.86475  0.02
104 C -4.52406 -0.59096 6.98385  0.02
105 C -6.00232 -0.49648 6.96426  -0.39
106 O -6.65248 -0.58560 7.98458  0.11
107 C -6.65516 -0.28831 5.65121  0.03
108 C -5.93966 -0.18868 4.53285  0.02
109 H -2.72921 -0.55721 5.86070  0.12
110 H -4.06370 -0.74391 7.95171  0.12
111 H -7.73582 -0.22223 5.65406  0.12
112 H -6.40037 -0.03569 3.56440  0.12
113 O 15.41129 5.35563 -3.14426  0.11
114 C 14.26106 5.15840 -2.81410  -0.39
115 C 13.92454 4.65076 -1.46349  0.02
116 C 12.66162 4.43243 -1.10264  0.02
117 C 11.53982 4.68912 -2.03491  -0.39
118 O 10.38772 4.49145 -1.70453  0.10
119 C 11.87569 5.19676 -3.38544  0.01
120 C 13.13849 5.41515 -3.74662  0.03
121 H 14.75659 4.46937 -0.79491  0.12
122 H 12.39687 4.06115 -0.12066  0.12
123 H 11.04326 5.37841 -4.05442  0.12
124 H 13.40290 5.78645 -4.72864  0.12

Summary:
E_LUMO: -1.78 eV
Kohn-Sham gap: 5.8708 eV
ΔE to the lowest compared entry with this formula, charge and spin: 32.2 kcal per mole
Multiplicity: 1
E_HOMO: -7.6 eV
M: 1048.82 g mol⁻¹